A 2-piece molecular cluster, C40H42BClO4S overall. Source: the OMol25 dataset; level of theory: wB97M-V/def2-TZVPD.

XYZ file:
```
89
Properties=species:S:1:pos:R:3:forces:R:3
Cl 5.63777 3.32161 -0.63331 0.43 0.03 -0.04
S -1.37211 3.05632 -0.72058 0.30 -0.43 0.99
O -3.33047 -1.33362 1.65923 -0.11 -0.50 -0.91
O 4.58396 -0.77577 3.85103 -0.16 0.15 0.72
O 4.18834 -0.64819 -5.72441 0.67 0.16 -0.08
O -3.54010 -1.90234 -0.60652 -0.17 0.04 0.83
C 3.66336 -0.91549 2.85933 -0.51 0.44 -0.27
C 4.31686 -0.18486 -3.32664 -0.22 -0.32 -0.78
C -2.18298 2.89504 1.71451 -0.38 0.33 -0.90
C 3.33582 -1.49752 0.55071 -0.48 0.09 -0.19
C -0.79745 2.58173 1.76435 0.12 -0.45 -1.41
C 1.54547 -0.32283 -0.76485 -2.10 0.76 -0.10
C 2.21341 -0.76443 -4.43732 1.06 0.26 -0.42
C 3.60550 -0.52035 -4.50196 -0.27 0.01 0.70
C 1.22168 2.77639 0.24126 0.76 -0.20 -0.16
C -5.86952 -1.70979 -1.00372 -0.42 -0.09 0.19
C 5.60223 -0.37544 -5.83812 -0.77 -0.12 0.09
C -0.19972 2.49968 0.49537 -0.90 3.33 1.48
C 2.15276 2.88242 1.29357 0.04 -0.03 -0.40
C -2.64268 3.20180 0.43848 0.86 -0.08 1.11
C -0.77568 -0.01293 0.08024 -2.83 -2.46 1.21
C -4.46230 0.31524 -0.85518 0.25 0.20 0.01
C 2.38417 -0.31868 2.90158 1.11 -0.20 0.10
C 4.07296 -1.61907 1.70302 -0.07 0.50 0.78
C -4.69538 -1.08287 -0.28436 -0.35 0.10 0.12
C 3.96226 3.15989 -0.28724 -1.24 -0.31 0.24
C 0.23959 0.25818 -0.79956 1.98 -1.10 -1.93
C -0.31887 -4.24032 0.52441 0.21 0.12 -0.12
C -3.96407 3.77222 0.05933 -0.43 0.03 -0.31
C 1.68966 2.94961 -1.07181 0.32 -0.02 0.15
C 2.18220 -0.66797 0.49056 0.00 -0.55 0.46
C -1.00824 -2.39586 -0.86694 0.56 0.10 0.40
C -5.50178 -2.31707 1.85791 -0.10 -0.11 -0.04
C -4.72484 -1.12092 1.31108 -0.33 -0.33 -0.03
C 3.65016 -0.17571 -2.11476 -0.45 0.05 -0.05
C -5.18356 0.13497 2.02926 -0.12 0.38 -0.14
C -1.13259 -1.50737 0.30428 1.90 0.29 0.31
C 4.31221 0.17968 4.90207 0.04 -0.65 -0.57
C 1.69464 -0.16468 1.71358 -0.27 -0.43 -0.17
C 2.26346 -0.43413 -2.02791 0.36 0.43 -0.40
C -0.62629 -3.70486 -0.73145 0.17 -0.45 -0.38
C -0.70152 -2.09865 1.57967 0.36 -0.41 -0.10
C -0.32076 -3.41584 1.65708 -0.27 -0.35 0.55
C 1.55525 -0.68295 -3.23089 0.27 -0.04 0.70
C 3.04186 3.11276 -1.34262 0.15 0.13 0.29
C 3.51640 3.05102 1.03476 -0.12 0.01 -0.41
B -2.74428 -1.80820 0.50668 0.51 2.48 -0.32
H -1.18438 -1.95551 -1.84852 -0.19 -0.17 0.35
H 0.47685 -0.84137 -3.19532 0.29 -0.05 0.06
H 0.00073 0.82602 -1.70587 0.41 0.41 0.07
H 1.80764 2.83989 2.32728 0.18 -0.09 -0.31
H 4.24369 3.07853 1.84309 -0.19 0.06 -0.11
H 3.65553 -2.03344 -0.34310 -0.08 0.19 0.22
H 4.10305 1.18123 4.49389 0.03 -0.33 0.01
H 5.38327 0.04335 -3.36912 -0.37 -0.06 0.06
H -4.59836 3.92386 0.94053 0.17 -0.14 -0.12
H 0.74468 0.37084 1.72399 0.27 -0.18 -0.09
H -0.00249 -3.82761 2.61857 -0.10 0.14 -0.30
H 3.46960 -0.15485 5.52500 0.25 0.13 -0.10
H -6.00705 -2.75433 -0.70394 -0.04 0.24 -0.12
H -6.24587 0.32009 1.81870 0.22 0.01 0.02
H -5.69843 -1.67185 -2.08737 0.03 -0.03 0.29
H -1.56179 0.66967 0.38839 0.09 -0.25 -0.40
H 1.69219 -1.01105 -5.35871 0.07 0.07 0.13
H -0.03570 -5.28824 0.61131 -0.03 0.26 0.00
H 5.81126 0.68719 -5.64613 -0.04 -0.26 -0.03
H -3.84040 4.75528 -0.42068 -0.04 -0.30 0.09
H -3.60587 0.82440 -0.38629 -0.26 -0.22 -0.13
H 4.99726 -2.19005 1.74267 -0.13 0.13 -0.04
H 5.83488 -0.62684 -6.87280 0.11 0.09 0.16
H -6.78266 -1.14249 -0.78980 0.04 -0.17 -0.02
H 3.39652 3.18581 -2.36899 -0.10 0.04 0.22
H 6.19037 -1.00324 -5.15303 -0.17 0.13 -0.19
H -4.49745 3.11695 -0.64537 0.07 0.25 0.17
H 5.23359 0.19590 5.48297 -0.18 0.07 0.06
H -5.35693 0.94314 -0.73411 0.19 -0.22 0.06
H -5.27252 -2.43392 2.92473 0.01 0.02 -0.26
H -2.83811 2.98422 2.58105 0.24 -0.09 -0.15
H -0.53918 -4.33169 -1.62414 -0.08 0.16 0.34
H -6.58300 -2.15844 1.76566 0.19 -0.08 -0.07
H -0.66521 -1.44657 2.45381 -0.19 -0.25 -0.28
H -4.60428 1.02356 1.74343 -0.10 -0.28 0.01
H -0.27123 2.37419 2.69209 -0.05 0.07 -0.22
H 0.99257 2.94782 -1.90997 0.18 -0.15 0.20
H 1.97497 0.07473 3.83588 0.23 0.01 -0.37
H -5.23008 -3.24199 1.33274 -0.05 0.18 0.17
H -5.07674 -0.00334 3.11433 0.00 -0.04 -0.31
H -4.25658 0.23359 -1.93340 -0.03 -0.03 0.33
H 4.20888 0.08676 -1.21666 -0.20 -0.04 -0.20
```
Forces are in eV/Å.

The calculation puts the HOMO-LUMO gap at 4.308 eV. The value obtained for the highest occupied orbital energy is -5.081 eV.

Results of the Löwdin charge analysis, in e, for atoms 1 through 8: 0.67 1.11 0.16 -0.10 -0.10 0.15 -0.28 -0.01


One molecule with the formula C5H8O. Source: the OMol25 dataset; level of theory: wB97M-V/def2-TZVPD.

XYZ file:
```
14
Properties=species:S:1:pos:R:3:forces:R:3
O -0.90628 1.87709 -0.13975 0.24 0.06 -0.13
C -1.11231 -0.63477 -0.29753 -0.16 -0.02 -0.09
C 0.65412 0.06759 0.76362 -0.13 -0.49 0.72
C -0.76970 0.64909 0.51934 -0.01 -0.16 0.28
C 1.31553 -0.12199 -0.78982 0.27 0.14 0.88
C 0.33571 -1.05281 -0.13147 -0.13 -0.32 0.24
H -1.81101 -1.29756 0.21804 0.00 0.15 -0.02
H -1.44645 -0.46327 -1.32430 0.04 -0.01 0.11
H 0.68873 -2.04014 0.14092 -0.06 -0.07 -0.50
H 1.25107 0.91483 -0.34659 0.04 0.49 -1.74
H -1.32549 0.73578 1.45584 0.08 -0.06 -0.12
H 1.25165 0.09202 1.66146 0.02 -0.05 -0.01
H -0.45783 1.78703 -0.99293 -0.13 0.10 0.05
H 2.33227 -0.51289 -0.73684 -0.07 0.24 0.33
```
Forces are in eV/Å.

The calculation puts the HOMO-LUMO gap at 9.579 eV. The structure (SMILES) is O[C@H]1C[C@H]2C[C@H]21. For the energy above the lowest of the compared OMol25 structures with the same formula, charge and spin, the calculation gives 4.280 eV. The value obtained for the highest occupied orbital energy is -8.534 eV.

Results of the Löwdin charge analysis, in e, for atoms 1 through 8: -0.02 -0.08 -0.16 -0.33 -0.01 -0.30 0.11 0.12


> Look up the highest occupied orbital energy of the first one.

-5.081 eV


> The highest highest occupied orbital energy belongs to which entry?

C40H42BClO4S


> What is the highest occupied orbital energy in the second record?

-8.534 eV